# 1
{"formula": "C2HF6NO5PbS2", "method": "the ωB97M-V functional and the def2-TZVPD basis", "lumo_energy_ev": -0.71, "e_homo_ha": -0.3303, "charge": 0, "orbital_gap_ha": 0.3041, "symbols": ["Pb", "N", "S", "O", "O", "C", "F", "F", "F", "S", "O", "C", "F", "F", "F", "O", "H", "O"], "coordinates": [[-1.82500, -1.36778, -0.66434], [-0.03211, 1.88233, -0.29375], [-0.51493, 1.18249, 1.03455], [-0.98859, 2.14505, 2.00829], [-1.38766, -0.01237, 0.82590], [1.04004, 0.43673, 1.75479], [1.87472, 1.40478, 2.07199], [1.59741, -0.36247, 0.86597], [0.71613, -0.24882, 2.83307], [-0.17101, 1.29148, -1.77984], [0.98789, 1.67601, -2.58273], [-1.58964, 2.31632, -2.44253], [-2.69963, 2.00709, -1.79814], [-1.32602, 3.59803, -2.28715], [-1.73165, 2.04766, -3.72759], [-1.52084, -2.66491, -2.13072], [-1.98348, -2.69726, -2.97038], [-0.68374, -0.41637, -2.06242]], "atomic_forces_ev_per_a": [[-4.905, -4.133, 0.462], [-0.484, -1.246, -1.055], [-0.836, 0.791, 2.271], [0.736, -1.038, -1.406], [2.455, 4.459, 3.274], [-0.470, 0.584, -0.104], [0.182, 0.153, 0.035], [0.167, -0.371, -0.379], [-0.083, -0.165, 0.185], [1.434, -2.173, -1.512], [-1.998, -0.994, 1.259], [-0.027, -0.142, -0.473], [-0.251, -0.182, 0.313], [0.182, -0.154, 0.152], [0.039, -0.093, -0.005], [0.556, -2.619, -2.421], [0.172, -0.114, -0.192], [3.133, 7.436, -0.404]]}

***

# 2
{"formula": "C5H10N2O2", "method": "the ωB97M-V functional and the def2-TZVPD basis", "smiles": "[H]/N=C\\C=N\\[H].C/C(O)=C/O", "lumo_energy_ev": 0.40, "e_homo_ha": -0.3028, "charge": 0, "orbital_gap_ha": 0.3174, "symbols": ["H", "N", "C", "C", "N", "H", "H", "H", "C", "C", "O", "C", "O", "H", "H", "H", "H", "H", "H"], "coordinates": [[-0.28076, -1.72832, 1.90243], [-0.00036, -1.94390, 0.94384], [-0.77142, -1.47862, 0.06026], [-1.98944, -0.69029, 0.28093], [-2.70042, -0.37546, -0.70731], [-3.53125, 0.17415, -0.49966], [-0.53865, -1.68548, -0.97853], [-2.20010, -0.43018, 1.32933], [1.83936, 0.21649, -1.31247], [1.14777, 0.72392, -0.08921], [1.63795, 0.30296, 1.13670], [0.11887, 1.57112, -0.09302], [-0.47691, 2.03528, 1.04249], [1.88855, -0.87272, -1.29656], [2.85967, 0.59984, -1.35274], [1.30923, 0.53584, -2.20359], [1.98069, -0.59458, 1.04196], [-0.30927, 1.97276, -0.99417], [0.01648, 1.66719, 1.78932]], "atomic_forces_ev_per_a": [[-0.198, 0.173, -0.126], [0.286, -0.370, 0.241], [0.214, -0.278, -0.109], [-0.402, 0.194, 0.612], [-0.113, 0.003, -0.622], [0.111, -0.045, 0.345], [-0.026, 0.037, -0.216], [-0.052, 0.040, -0.156], [-0.022, 0.181, 0.333], [-0.040, 0.047, -0.120], [0.044, 0.401, -0.165], [0.407, -0.149, 0.102], [-0.035, -0.073, 0.242], [-0.017, -0.123, -0.057], [0.070, -0.029, -0.049], [-0.044, -0.004, -0.127], [-0.147, -0.042, 0.016], [0.003, -0.008, -0.139], [-0.039, 0.046, -0.006]]}

***

# 3
{"formula": "C16H36ClIN2O2P2S2", "method": "the ωB97M-V functional and the def2-TZVPD basis", "lumo_energy_ev": -0.10, "e_homo_ha": -0.2178, "charge": 0, "orbital_gap_ha": 0.2142, "symbols": ["C", "C", "C", "C", "N", "C", "C", "C", "C", "N", "Cl", "P", "O", "O", "P", "C", "C", "C", "C", "C", "S", "S", "C", "C", "C", "H", "H", "H", "H", "H", "H", "H", "H", "H", "H", "H", "H", "H", "H", "H", "H", "H", "H", "H", "H", "H", "H", "H", "H", "H", "H", "H", "H", "H", "H", "H", "H", "H", "H", "H", "H", "I"], "coordinates": [[-0.52670, -0.91138, 3.71176], [-0.46461, 0.31350, 4.72479], [0.96880, 1.00553, 4.81860], [1.73334, 1.05298, 3.40048], [0.79595, 1.66198, 2.42038], [1.42522, 1.87826, 1.06469], [2.46873, 0.74561, 0.59398], [2.52988, 0.68355, -1.03021], [2.26916, -0.80606, -1.59044], [1.04192, -0.92192, -2.46274], [-0.48786, -0.48963, -1.49771], [1.16766, 0.15206, -3.91530], [-0.39861, 0.52064, -4.44107], [1.99881, -0.67621, -5.16633], [0.77386, -2.60739, -3.06380], [0.30863, -3.77063, -1.65411], [-1.25728, -3.84901, -1.32903], [-0.54477, -2.64401, -4.40525], [-0.86884, -4.15311, -4.80838], [0.41870, 3.04501, 2.88690], [1.53430, 4.11289, 3.55429], [-1.29168, 3.70897, 2.72957], [-2.32773, 2.30123, 2.13586], [-3.25230, 2.85417, 0.85098], [-2.62324, 4.12829, 0.12111], [0.46747, -1.46387, 3.70870], [-1.36896, -1.63706, 3.92395], [-0.69136, -0.52159, 2.65325], [-0.68008, -0.12112, 5.75706], [-1.29787, 1.03872, 4.48388], [0.96959, 1.99652, 5.34824], [1.60623, 0.30625, 5.45851], [1.96946, -0.03641, 3.17708], [2.72654, 1.58007, 3.49871], [1.89642, 2.91310, 0.95771], [0.56789, 1.87671, 0.31067], [3.48610, 1.06563, 0.99067], [2.23743, -0.26656, 1.03616], [1.80581, 1.45088, -1.45359], [3.55938, 1.05235, -1.33866], [2.13702, -1.54395, -0.75027], [3.14487, -1.09070, -2.25614], [-0.70617, 1.25471, -3.87348], [2.87666, -0.24493, -5.15821], [0.64191, -4.82955, -1.88973], [0.84867, -3.42118, -0.72445], [-1.54922, -2.99586, -0.63979], [-1.90837, -3.77158, -2.25439], [-1.51749, -4.81082, -0.77855], [-0.26565, -2.08416, -5.34571], [-1.47101, -2.13115, -3.99610], [-0.18241, -4.85420, -4.24923], [-0.79415, -4.36573, -5.91032], [-1.91812, -4.37167, -4.43112], [-2.98336, 1.97717, 3.01346], [-1.71852, 1.34929, 1.82329], [-4.26004, 3.15855, 1.28333], [-3.33309, 1.94225, 0.07673], [-1.53810, 3.99440, -0.16220], [-3.20018, 4.22887, -0.85980], [-2.79420, 5.09692, 0.67426], [-2.15446, 0.94437, 0.24709]], "atomic_forces_ev_per_a": [[0.239, 0.473, -0.568], [-0.080, -0.633, 0.455], [0.829, -1.249, -0.248], [-0.455, -0.461, 1.882], [0.606, 2.074, -0.055], [-0.415, -0.382, -1.690], [0.026, 0.906, -0.159], [-0.001, 0.104, 0.952], [0.920, 0.809, -0.663], [1.860, -2.394, -3.733], [-4.184, 2.409, 3.888], [1.396, 2.574, -0.187], [1.505, -1.528, 0.287], [-1.546, 0.447, 1.244], [2.663, -2.176, -1.149], [-2.048, 0.082, 0.716], [-0.125, 0.223, 0.682], [-1.482, 0.647, 0.173], [-0.259, -0.008, 1.135], [0.311, 0.362, 0.277], [-1.440, -1.136, -0.837], [1.755, -1.655, 0.152], [-1.073, 1.924, 2.990], [-1.291, 3.721, 2.040], [-0.880, -0.461, -0.876], [-1.316, 0.456, 0.101], [1.006, 0.877, -0.005], [0.320, -0.563, 1.286], [0.152, 0.773, -1.184], [1.020, -0.658, 0.253], [-0.239, -0.974, -0.692], [-0.721, 0.912, -0.686], [-0.551, 1.502, -0.286], [-1.067, -0.279, -0.128], [-0.265, -1.378, 0.407], [1.047, -0.066, 0.965], [-1.185, -0.608, -0.481], [0.022, 1.131, -0.569], [0.745, -1.214, 0.466], [-1.251, -0.706, 0.190], [0.198, 0.794, -0.920], [-0.915, 0.011, 1.059], [0.247, -0.471, -0.189], [-0.624, -0.207, -0.058], [0.044, 1.548, -0.064], [-0.425, -0.428, -1.064], [0.309, -0.973, -0.934], [0.878, -0.182, 1.084], [0.378, 1.106, -0.780], [0.173, -0.409, 1.345], [0.836, -0.633, -0.685], [-0.639, 0.579, -0.775], [-0.039, 0.415, 1.202], [1.281, 0.062, -0.719], [0.517, 0.558, -1.192], [0.096, 3.309, 4.481], [1.038, -0.386, -0.412], [-4.825, 5.761, 1.058], [-1.165, 0.146, 0.540], [0.699, -0.091, 1.146], [0.406, -1.173, -0.433], [6.985, -13.211, -10.033]]}

***

# 4
{"formula": "C48H51BrLiN8OSi", "method": "the ωB97M-V functional and the def2-TZVPD basis", "lumo_energy_ev": [1.76, 1.73], "e_homo_ha": [-0.1175, -0.1168], "charge": -1, "orbital_gap_ha": [0.1820, 0.1803], "symbols": ["Li", "C", "C", "C", "C", "C", "N", "C", "C", "C", "C", "C", "C", "C", "C", "N", "C", "N", "C", "N", "C", "N", "C", "N", "C", "N", "C", "C", "C", "C", "C", "C", "C", "C", "C", "C", "C", "C", "C", "C", "N", "H", "H", "H", "H", "H", "H", "H", "H", "H", "H", "H", "H", "H", "H", "H", "H", "C", "C", "C", "O", "C", "H", "H", "H", "H", "H", "H", "H", "H", "C", "C", "C", "C", "Si", "Br", "C", "C", "C", "C", "C", "C", "C", "C", "H", "H", "H", "H", "H", "H", "H", "H", "H", "H", "H", "H", "H", "H", "H", "H", "H", "H", "H", "H", "H", "H", "H", "H", "H", "H", "H"], "coordinates": [[-0.20728, 0.34653, -0.38601], [0.39875, -5.04327, -3.82717], [1.75638, -4.87985, -3.53849], [2.18145, -3.92014, -2.63085], [1.21874, -3.13180, -2.02185], [1.28860, -2.04067, -1.04440], [2.39689, -1.73133, -0.38354], [2.45734, -0.65989, 0.39708], [3.39567, -0.51390, 1.51561], [4.26141, -1.39067, 2.14809], [4.87097, -0.97503, 3.32362], [4.62257, 0.29181, 3.85546], [3.76129, 1.17539, 3.22088], [3.14177, 0.75697, 2.05417], [2.07158, 1.33281, 1.23179], [1.59968, 2.56023, 1.39566], [0.43104, 2.92586, 0.88334], [-0.53793, 2.10170, 0.44229], [-1.62610, 2.82962, 0.12005], [-2.81081, 2.39234, -0.28185], [-3.04375, 1.11868, -0.58135], [-2.14481, 0.12088, -0.66574], [-2.74473, -0.97739, -1.16701], [-2.15466, -2.08126, -1.61236], [-0.83933, -2.25450, -1.54382], [0.05424, -1.54551, -0.82731], [-0.14347, -3.28966, -2.31612], [-0.56574, -4.25057, -3.22074], [-4.17376, -0.71437, -1.35846], [-5.22632, -1.48767, -1.82173], [-6.47425, -0.89124, -1.92579], [-6.66859, 0.44284, -1.55863], [-5.61636, 1.21506, -1.08805], [-4.36348, 0.62903, -0.99689], [-1.34215, 4.25432, 0.33094], [-2.07815, 5.40470, 0.10150], [-1.48779, 6.62467, 0.40020], [-0.18301, 6.68983, 0.89348], [0.56069, 5.53789, 1.11026], [-0.03265, 4.31746, 0.83242], [1.69800, 0.44526, 0.28581], [0.09894, -5.79148, -4.55160], [2.48196, -5.51487, -4.03281], [3.22885, -3.78259, -2.39151], [4.44348, -2.38047, 1.74744], [5.53938, -1.64500, 3.85157], [5.10076, 0.57858, 4.78442], [3.55335, 2.15717, 3.62764], [-1.61836, -4.36776, -3.44742], [-5.06827, -2.52542, -2.08750], [-7.31186, -1.46516, -2.30451], [-7.66010, 0.87163, -1.64207], [-5.75475, 2.24886, -0.79647], [-3.07776, 5.33693, -0.30908], [-2.04081, 7.54472, 0.25259], [0.25427, 7.66004, 1.09714], [1.57599, 5.58928, 1.48331], [0.02075, 1.19862, -4.70621], [1.23028, 1.94760, -4.13779], [1.42117, 1.24195, -2.80182], [0.10620, 0.94309, -2.35028], [-0.79962, 0.89528, -3.44887], [0.34099, 0.27146, -5.18529], [-0.54465, 1.78823, -5.42683], [0.97822, 2.99737, -3.97293], [2.11058, 1.88713, -4.77683], [1.90539, 1.84956, -2.03884], [1.99768, 0.31517, -2.92592], [-1.57924, 1.64677, -3.28684], [-1.27888, -0.08653, -3.48886], [-1.31100, -3.68198, 5.40385], [-1.51121, -4.45802, 4.09386], [-2.55878, -3.67640, 3.28261], [-2.08617, -5.84217, 4.42300], [0.16247, -4.57959, 3.12422], [0.50293, -2.43029, 2.49030], [0.07617, -5.70889, 1.56338], [1.25530, -5.42470, 0.62171], [0.09869, -7.19839, 1.93771], [-1.20836, -5.43139, 0.76813], [1.69606, -4.97938, 4.24580], [2.92613, -5.31147, 3.38867], [1.41428, -6.16848, 5.17627], [2.08999, -3.77472, 5.11500], [-2.28486, -3.49960, 5.86956], [-0.84505, -2.71307, 5.21667], [-0.69876, -4.23595, 6.11888], [-3.49029, -3.61915, 3.85622], [-2.78767, -4.14347, 2.32743], [-2.22930, -2.65781, 3.08295], [-2.98590, -5.72978, 5.03668], [-1.37424, -6.45764, 4.97875], [-2.36989, -6.38056, 3.51667], [2.17790, -5.89381, 0.95978], [1.43981, -4.35707, 0.51433], [1.03387, -5.82128, -0.37320], [1.04027, -7.48025, 2.41343], [-0.00783, -7.80153, 1.03054], [-0.71562, -7.46165, 2.61664], [-1.30591, -4.37386, 0.51325], [-2.10089, -5.75164, 1.30907], [-1.17824, -5.98917, -0.17297], [2.84377, -6.29271, 2.91939], [3.81724, -5.32560, 4.02534], [3.08546, -4.56097, 2.61221], [1.08350, -7.05133, 4.62408], [0.65001, -5.92129, 5.91623], [2.32827, -6.43239, 5.71860], [2.40362, -2.92949, 4.50369], [2.93556, -4.05537, 5.75300], [1.27639, -3.44248, 5.76007]], "atomic_forces_ev_per_a": [[0.039, 0.061, -0.076], [-0.055, -0.011, -0.046], [0.056, -0.017, 0.023], [0.034, -0.002, 0.070], [-0.221, -0.094, -0.057], [0.015, -0.111, 0.135], [0.076, -0.164, -0.030], [0.112, 0.053, -0.102], [-0.133, 0.236, 0.116], [0.135, -0.110, -0.014], [0.028, -0.064, -0.029], [0.008, 0.113, -0.007], [0.014, 0.072, 0.023], [0.031, -0.206, -0.103], [0.130, -0.025, -0.074], [0.018, 0.186, 0.048], [0.025, -0.082, 0.196], [-0.008, 0.009, -0.082], [-0.070, -0.049, 0.077], [-0.004, 0.174, 0.007], [-0.073, -0.107, -0.039], [0.028, 0.060, 0.005], [-0.086, 0.038, -0.045], [0.101, -0.053, -0.103], [-0.112, -0.056, 0.014], [0.051, -0.010, -0.017], [0.289, 0.000, 0.011], [-0.073, -0.038, -0.016], [0.021, 0.210, 0.091], [-0.021, -0.021, -0.024], [0.016, -0.113, -0.032], [-0.003, 0.061, 0.027], [-0.008, 0.115, 0.024], [0.014, -0.298, -0.038], [0.238, 0.080, 0.054], [-0.055, -0.010, 0.020], [-0.054, 0.008, -0.014], [0.038, 0.009, 0.019], [0.083, 0.032, 0.063], [-0.324, 0.020, -0.157], [-0.258, -0.075, 0.150], [-0.002, -0.019, 0.031], [0.006, 0.013, 0.002], [0.003, -0.020, -0.021], [-0.052, 0.000, -0.026], [-0.003, -0.018, -0.030], [0.012, 0.019, -0.017], [-0.025, -0.023, 0.033], [0.007, 0.012, -0.002], [0.002, 0.016, -0.048], [-0.012, -0.003, 0.048], [0.016, 0.031, -0.003], [-0.025, 0.000, -0.025], [-0.018, 0.025, 0.049], [-0.001, -0.014, -0.053], [0.009, -0.016, 0.035], [-0.002, -0.030, -0.002], [0.057, 0.028, 0.114], [-0.122, -0.080, 0.034], [0.111, 0.057, -0.117], [0.113, 0.119, 0.006], [-0.187, 0.012, -0.155], [0.002, 0.007, -0.016], [-0.001, -0.043, -0.044], [0.042, 0.011, -0.001], [0.017, 0.037, 0.005], [0.009, -0.017, -0.012], [-0.034, 0.002, 0.038], [0.026, -0.021, 0.041], [0.040, 0.001, 0.038], [0.104, -0.091, -0.038], [0.043, 0.018, -0.070], [0.035, -0.007, -0.043], [0.134, -0.007, -0.065], [0.020, 0.206, 0.224], [-0.029, -0.348, -0.120], [0.014, 0.096, 0.000], [0.078, 0.028, -0.018], [-0.001, 0.084, 0.167], [-0.017, 0.050, 0.088], [-0.073, 0.046, 0.035], [-0.079, 0.002, -0.028], [-0.108, 0.040, -0.084], [-0.103, 0.038, -0.003], [-0.023, -0.029, 0.000], [-0.006, 0.012, 0.055], [-0.032, 0.059, 0.005], [0.011, -0.037, 0.048], [-0.040, 0.046, 0.027], [-0.018, 0.012, -0.009], [-0.013, 0.003, 0.010], [-0.075, -0.036, -0.004], [-0.028, -0.015, 0.039], [-0.017, 0.025, -0.006], [0.046, 0.079, -0.092], [-0.031, -0.013, -0.034], [-0.018, -0.032, -0.022], [-0.005, 0.000, -0.018], [0.027, -0.073, -0.051], [-0.054, 0.019, -0.012], [0.007, 0.034, -0.031], [0.039, -0.023, -0.004], [0.019, 0.033, -0.039], [-0.014, -0.014, 0.040], [0.046, -0.009, -0.008], [0.014, -0.026, 0.065], [0.032, -0.062, -0.001], [0.010, -0.011, 0.009], [0.005, 0.026, 0.011], [-0.013, -0.051, 0.017], [0.082, 0.025, -0.008]]}